Entry one
DFT (the ωB97M-V functional and the def2-TZVPD basis) results for the molecule C7H8.

Frontier orbital gap = 10.88 eV
M = 92.14 g/mol
SMILES string = C#CC(C)(C)C#C

Last column: Mulliken charge in e.
Element x y z (Å)
1 C -1.1727 -0.8492 -0.7387  -1.4250
2 C 0.0090 -0.1672 -0.0414  2.1134
3 C 1.3507 -0.8498 -0.3272  -1.4261
4 C 0.0669 1.2699 -0.4045  -1.1837
5 C 0.1085 2.4421 -0.6785  0.0728
6 C -0.2240 -0.1751 1.3937  -0.7449
7 C -0.4179 -0.0097 2.5763  -0.3715
8 H -2.1102 -0.3658 -0.4480  0.3648
9 H -1.2123 -1.8975 -0.4277  0.3698
10 H -1.0526 -0.7880 -1.8215  0.3661
11 H 1.5797 -0.7908 -1.3924  0.3661
12 H 2.1469 -0.3647 0.2452  0.3655
13 H 1.2895 -1.8972 -0.0170  0.3695
14 H 0.1425 3.4838 -0.9170  0.4687
15 H -0.5039 0.9590 2.9985  0.2945

=====

Entry two
DFT (the ωB97M-V functional and the def2-TZVPD basis) results for the molecule C7H8.

Frontier orbital gap = 9.62 eV
M = 92.14 g/mol
SMILES string = Cc1ccccc1

Last column: Mulliken charge in e.
Element x y z (Å)
1 C -0.8945 0.9803 1.7428  -1.2483
2 C -0.5301 0.1775 0.5113  0.3728
3 C 1.2706 -0.5951 -1.4352  -0.5154
4 C 0.2839 0.3323 -1.7512  -0.2526
5 C 1.0030 -1.4584 -0.3751  -0.2752
6 C 0.0818 -1.0792 0.5942  -0.4799
7 C -0.6364 0.7081 -0.7766  -0.4862
8 H -1.9358 0.9021 2.0605  0.2850
9 H -0.2495 0.6835 2.5797  0.3571
10 H -0.6702 2.0400 1.5596  0.3454
11 H 2.2011 -0.6480 -1.9952  0.4039
12 H 0.2369 0.7214 -2.7627  0.3765
13 H 1.4805 -2.4325 -0.3668  0.3762
14 H -0.2040 -1.7436 1.4059  0.3726
15 H -1.4374 1.4116 -0.9914  0.3681

=====

It comes down to entry two, which is 3.756 eV more stable than the next structure.

=====

Entry one
DFT (the ωB97M-V functional and the def2-TZVPD basis) results for the molecule C7H8.

Frontier orbital gap = 8.36 eV
M = 92.14 g/mol

Last column: Mulliken charge in e.
Element x y z (Å)
1 C -0.3759 1.4735 0.6344  -1.5436
2 C 0.1611 0.2468 -0.0761  1.1684
3 C -0.6247 -0.3897 -1.1401  -0.8369
4 C -0.4961 -1.1447 0.2230  -0.0019
5 C -1.7446 -1.1472 0.9059  -0.9890
6 C 1.6055 0.1790 -0.1898  -0.8989
7 C 2.8067 0.1474 -0.2784  0.2178
8 H -0.1290 2.3726 0.0615  0.3581
9 H -1.4574 1.3920 0.7486  0.4432
10 H 0.0733 1.5617 1.6278  0.3332
11 H 0.2146 -1.9738 0.1900  0.4517
12 H -1.6048 0.0182 -1.3636  0.3367
13 H -0.1076 -0.8812 -1.9586  0.3030
14 H -1.9070 -2.1762 1.2888  0.2092
15 H 3.8714 0.1207 -0.3540  0.4491

=====

Entry two
DFT (the ωB97M-V functional and the def2-TZVPD basis) results for the molecule C7H8.

Frontier orbital gap = 10.01 eV
M = 92.14 g/mol
SMILES string = Cc1ccccc1

Last column: Mulliken charge in e.
Element x y z (Å)
1 C -0.5423 -2.0450 -0.6513  -1.2964
2 C 1.1436 -0.2581 -0.1185  -0.5852
3 C -0.1993 -0.6334 -0.2322  0.6492
4 C -1.1620 0.3654 -0.1982  -0.3148
5 C -0.8202 1.6406 0.2285  -0.4800
6 C 0.4443 1.8466 0.7639  -0.3269
7 C 1.4347 0.8685 0.6361  -0.4059
8 H -1.2819 -2.4761 0.0240  0.3576
9 H -0.7765 -2.1037 -1.7141  0.2863
10 H 0.3266 -2.6917 -0.4909  0.3633
11 H 1.9317 -0.9465 -0.4060  0.3461
12 H -2.1830 0.1394 -0.4739  0.3738
13 H -1.4715 2.5043 0.2940  0.3327
14 H 0.7679 2.7751 1.2091  0.3443
15 H 2.3879 1.0148 1.1293  0.3558

=====

It comes down to entry two, which is 5.707 eV more stable than the next structure.

=====

Entry one
DFT (the ωB97M-V functional and the def2-TZVPD basis) results for the molecule C7H8.

Frontier orbital gap = 10.37 eV
M = 92.14 g/mol
SMILES string = C#CCC=C=CC

Last column: Mulliken charge in e.
Element x y z (Å)
1 C -1.7091 0.7436 -1.5090  -0.7877
2 C 0.9820 0.4943 0.1269  -0.3854
3 C 1.2735 -0.8767 0.7167  -0.5125
4 C 0.6618 -1.0803 2.0398  -0.4768
5 C 0.1699 -1.2347 3.1264  0.1587
6 C 0.6090 0.6577 -1.1224  -0.0243
7 C -0.2219 0.7287 -2.1608  -0.4204
8 H -1.5445 0.1103 -0.6282  0.2124
9 H -2.7493 0.3893 -1.7622  0.3326
10 H -1.7973 1.8192 -1.3396  0.2340
11 H 1.1317 1.3556 0.7785  0.3505
12 H 0.9283 -1.6576 0.0292  0.3060
13 H 2.3583 -0.9884 0.8077  0.2871
14 H -0.2701 -1.3738 4.0901  0.4010
15 H 0.1777 0.9130 -3.1930  0.3248

=====

Entry two
DFT (the ωB97M-V functional and the def2-TZVPD basis) results for the molecule C7H8.

Frontier orbital gap = 10.00 eV
M = 92.14 g/mol
SMILES string = C#CC(C)(C)C#C

Last column: Mulliken charge in e.
Element x y z (Å)
1 C 0.3549 1.4034 -0.8091  -1.4165
2 C 0.2003 0.1772 0.1052  2.0392
3 C 1.1211 0.2984 1.3280  -1.4567
4 C -1.2332 -0.0658 0.4406  -1.0661
5 C -2.2956 -0.6311 0.3695  0.0002
6 C 0.3907 -1.0821 -0.6692  -1.0014
7 C -0.0588 -2.0730 -1.1861  -0.0618
8 H -0.3077 1.3168 -1.6738  0.3631
9 H 1.3881 1.4743 -1.1648  0.3570
10 H 0.1079 2.3195 -0.2626  0.3640
11 H 0.8904 1.2118 1.8869  0.3643
12 H 1.0131 -0.5581 1.9985  0.3671
13 H 2.1649 0.3531 0.9997  0.3564
14 H -3.1709 -1.2248 0.2261  0.3988
15 H -0.5652 -2.9194 -1.5890  0.3925

=====

It comes down to entry two, which is 0.246 eV more stable than the next structure.